Record 1
DFT (the ωB97M-V functional and the def2-TZVPD basis) results for a molecular structure, C31H44BrIrN3OP2 in a non-equilibrium geometry.

Each line ends with the Löwdin charge.
Atoms and positions in Å:
C1 2.72393 4.60523 -1.57716  0.1225
C2 1.71879 4.02628 -2.37542  -0.2380
C3 1.89410 4.01452 -3.76622  0.1015
C4 3.10217 4.48119 -4.28489  0.0402
N1 4.08224 4.96127 -3.52694  0.3132
C5 3.89663 5.03229 -2.21162  0.0550
C6 0.55040 3.47352 -1.78867  0.0586
C7 -0.47211 3.19502 -1.17390  0.0803
C8 -1.49844 2.56738 -0.40938  -0.1640
C9 -1.15670 1.51748 0.56925  -0.1361
C10 -2.27897 0.75729 1.16046  -0.3989
C11 -3.54235 1.02992 0.56721  -0.5346
C12 -3.83684 2.31119 0.12319  0.0076
C13 -2.79102 3.10000 -0.41732  0.0752
Ir1 -1.13025 -0.77322 0.53415  0.9297
P1 1.02938 -0.58483 -0.20023  0.8987
H1 1.11925 3.61616 -4.41479  0.1639
H2 2.62051 4.67716 -0.49306  0.1657
H3 3.26072 4.46576 -5.35740  0.1742
H4 4.70923 5.45371 -1.62127  0.1768
H5 -2.97522 4.11926 -0.80414  0.1682
H6 -0.24790 1.80486 1.11449  0.0881
H7 -4.84593 2.70682 0.09244  0.1506
H8 -2.29289 0.21152 2.15184  0.1301
C14 1.72656 -2.29904 0.10006  -0.3579
C15 2.97846 -2.70529 -0.67090  -0.1010
H9 0.90316 -3.00275 -0.11808  0.0648
H10 1.90355 -2.36616 1.18881  0.0895
H11 3.18223 -3.75853 -0.42802  0.1086
H12 2.84678 -2.61773 -1.75728  0.0805
H13 3.85258 -2.11258 -0.37471  0.0733
C16 1.21778 0.03762 -1.94636  -0.3458
C17 2.59206 0.51565 -2.43152  -0.1053
H14 0.50476 0.87794 -2.00671  0.0535
H15 0.86329 -0.75512 -2.61794  0.0468
H16 2.55275 0.58265 -3.52978  0.0976
H17 2.82434 1.52287 -2.05426  0.0560
H18 3.41564 -0.16680 -2.17595  0.0778
C18 2.08304 0.66864 0.65010  -0.3540
C19 3.57330 0.37011 0.75629  -0.1001
H19 1.68460 0.80051 1.66328  0.0539
H20 1.90490 1.61186 0.10763  0.0712
H21 4.03677 1.16319 1.36080  0.1002
H22 3.77014 -0.58296 1.26069  0.0859
H23 4.07260 0.34860 -0.21951  0.0669
Br1 -4.78506 -0.47291 0.69477  1.0147
P2 -1.64243 -1.72769 -1.44513  0.8258
C20 -0.57459 -2.63780 -2.64866  -0.3638
C21 -1.12543 -3.91821 -3.27461  -0.0850
H24 0.37568 -2.85241 -2.13624  0.0592
H25 -0.34825 -1.92819 -3.45962  0.0813
H26 -0.31386 -4.38365 -3.85309  0.1083
H27 -1.47396 -4.63274 -2.52422  0.0753
H28 -1.95654 -3.70718 -3.95879  0.0859
C22 -2.61137 -3.03898 -0.59906  -0.3761
C23 -4.05778 -3.12340 -1.05757  -0.1549
H29 -2.55322 -2.79632 0.48350  0.0565
H30 -2.09483 -3.99144 -0.76939  0.0921
H31 -4.63976 -3.70530 -0.32800  0.1043
H32 -4.52905 -2.13076 -1.11067  -0.0157
H33 -4.17185 -3.58010 -2.04965  0.0971
C24 -2.52626 -0.48867 -2.47300  -0.3663
C25 -3.05800 -0.99417 -3.81154  -0.1024
H34 -1.79616 0.32625 -2.63312  0.0800
H35 -3.32376 -0.06200 -1.84229  0.0522
H36 -3.64017 -0.18818 -4.27170  0.0988
H37 -2.24892 -1.26917 -4.49545  0.0810
H38 -3.70835 -1.86600 -3.69378  0.0780
N2 1.17590 -3.18284 6.35740  0.1959
C26 1.16523 -3.06421 4.98541  -0.4766
O1 1.65114 -3.89887 4.22656  0.0877
C27 0.65362 -1.76076 4.48178  -0.0834
C28 0.95859 -0.59207 5.17653  0.0547
C29 0.65471 0.60041 4.53218  0.0119
C30 0.00211 0.59174 3.29137  -0.1307
N3 -0.27348 -0.55905 2.60672  -0.1109
C31 0.04402 -1.71818 3.20804  -0.0452
H39 1.35530 -4.10176 6.73245  0.1351
H40 0.56401 -2.60042 6.91260  0.1160
H41 1.43390 -0.59386 6.15872  0.1494
H42 0.84708 1.57668 4.97366  0.1353
H43 -0.27776 1.57343 2.87814  0.1148
H44 -0.22950 -2.61580 2.65414  0.1288

Calculated values
* electronic energy: -130788.595 eV
* total charge: +4
* 2S+1: 6


Record 2
DFT (the ωB97M-V functional and the def2-TZVPD basis) results for a molecular structure, C31H44F3MnN4O9P2 in a non-equilibrium geometry.

Each line ends with the Löwdin charge.
Atoms and positions in Å:
Mn1 9.65213 12.62656 11.97941  0.8700
O1 5.62645 8.64498 15.86318  -0.0663
C1 6.11278 9.74638 16.26274  -0.6907
O2 5.90865 10.36993 17.32526  -0.0530
C2 6.91003 10.41272 15.20466  -0.0927
C3 7.59135 11.59138 15.58634  0.0038
C4 8.50611 12.15307 14.76068  -0.0945
N1 8.54755 11.79806 13.44188  0.0031
C5 7.80982 10.68901 13.08158  -0.1815
C6 6.99942 10.01881 13.89317  0.0426
C7 8.12325 10.19898 11.69382  -0.5916
O3 7.51861 9.17025 11.31425  -0.0717
O4 8.95041 10.90268 11.00052  -0.1144
H1 7.42007 11.94445 16.61346  0.1198
H2 9.11258 12.97815 15.08982  0.1067
H3 6.35076 9.25525 13.52743  0.1258
C8 5.73561 15.94075 10.04215  -0.0739
C9 6.60433 14.98465 10.85102  -0.4030
C10 5.69617 13.89066 11.46802  -0.0437
C11 7.45756 15.61125 11.85930  -0.1544
C12 6.82846 16.22211 12.95305  -0.0591
C13 7.53476 16.78130 13.96581  -0.0885
C14 8.91061 16.94710 13.75859  -0.0623
C15 9.57730 16.38633 12.67071  -0.1219
C16 10.93597 17.05401 12.42338  -0.3549
C17 11.91907 16.75488 13.56908  -0.0726
C18 11.56690 16.67493 11.07223  -0.0706
C19 8.88199 15.49751 11.79180  -0.1939
N2 9.40787 14.42589 11.08260  -0.0504
C20 9.61649 14.48456 9.66307  -0.2062
C21 9.19039 15.53380 8.80025  -0.0446
C22 9.31485 15.46191 7.39419  -0.1196
C23 9.76640 14.29861 6.83440  -0.1486
C24 10.30495 13.25728 7.63644  -0.0261
C25 10.29944 13.41836 9.01918  -0.2451
F1 10.87248 12.45640 9.73874  0.0267
H4 5.34667 15.44696 9.12989  0.0806
H5 6.34784 16.81331 9.73114  0.0736
H6 4.88622 16.34877 10.68382  0.0938
H7 7.26626 14.51764 10.13682  0.1048
H8 5.12210 14.21689 12.32267  0.0619
H9 6.24973 13.02248 11.89366  0.0786
H10 5.01001 13.48348 10.69982  0.0829
H11 5.76689 16.14243 12.97538  0.0964
H12 7.10682 17.10094 14.92444  0.1028
H13 9.48905 17.59257 14.39016  0.0929
H14 10.74115 18.16128 12.42097  0.1411
H15 11.63376 17.29279 14.48155  0.0668
H16 12.92858 17.01897 13.25286  0.0627
H17 11.97105 15.67012 13.76119  0.0713
H18 11.62001 15.59639 10.96844  0.0512
H19 12.56667 17.08202 11.05348  0.0606
H20 11.03010 17.05022 10.19251  0.0715
H21 8.78123 16.43960 9.23159  0.1014
H22 8.82786 16.25966 6.81353  0.1010
H23 9.83707 14.18108 5.74427  0.0887
H24 10.75915 12.40887 7.10164  0.1048
F2 12.51032 13.52169 11.72358  -0.1501
C26 11.71661 12.68776 12.57103  -0.3816
F3 11.81256 13.29412 13.80251  -0.0998
H25 12.21738 11.70664 12.64246  0.0501
C27 6.99425 5.79285 11.72999  -0.1080
O5 8.44856 5.87767 11.83232  -0.3680
P1 9.40468 7.09478 11.20032  0.8931
O6 9.37075 7.03192 9.57010  -0.3548
C28 8.17602 7.07027 8.80194  -0.1459
O7 10.83925 6.31121 11.31809  -0.3954
C29 11.15034 5.66985 12.54847  -0.1636
H26 6.75400 5.10415 10.93637  0.0624
H27 6.54531 6.78824 11.57228  0.0750
H28 6.58956 5.46136 12.70086  0.0878
H29 7.45136 7.81608 9.17843  0.0776
H30 7.65385 6.08766 8.79564  0.0790
H31 8.48068 7.30757 7.77323  0.0790
H32 10.58210 6.18827 13.33164  0.0690
H33 12.22281 5.72202 12.81652  0.0784
H34 10.79670 4.61493 12.48959  0.0880
N3 13.02716 6.99514 8.85740  -0.0073
C30 13.79185 8.17995 8.50437  -0.3129
P2 14.45186 9.34871 9.81681  0.6673
O8 15.89397 9.02107 10.15967  -0.3530
O9 13.45470 9.10472 11.05843  -0.1395
C31 14.44786 11.18620 9.52889  -0.1708
N4 15.86068 11.65956 9.71562  0.0904
H35 14.01548 8.64085 11.71188  0.1030
H36 12.81974 6.49193 7.99977  0.0815
H37 12.25065 7.08844 9.48428  0.0344
H38 13.30393 8.71803 7.71042  0.0704
H39 14.70793 7.78450 8.02262  0.0934
H40 13.78312 11.69251 10.24845  0.0982
H41 14.05448 11.52394 8.50749  0.1382
H42 16.23769 12.27549 8.91426  0.1983
H43 16.03462 12.12956 10.68814  0.2176
H44 16.51975 10.82902 9.75438  0.1263

Calculated values
* electronic energy: -115300.105 eV
* total charge: -1
* 2S+1: 6